Entry 1:
{"formula": "C21H36CoP2", "method": "wB97M-V/def2-TZVPD", "multiplicity": 4, "e_above_lowest_kcal_mol": 49.8, "total_energy_ha": -2886.70919, "mol_weight_g_mol": 409.4, "lumo_energy_ev": [-0.318, -1.093], "fmax_ev_per_a": 5.2, "species": ["P", "P", "C", "C", "H", "H", "H", "H", "C", "H", "H", "H", "C", "H", "H", "H", "C", "H", "H", "H", "C", "H", "H", "H", "Co", "C", "C", "C", "C", "C", "C", "C", "C", "C", "H", "H", "H", "H", "H", "H", "H", "H", "H", "H", "H", "H", "H", "H", "H", "C", "C", "C", "C", "C", "C", "H", "H", "H", "H", "H"], "coordinates": [[1.3496, 1.7329, -1.2693], [-1.5806, -1.0618, -0.3717], [0.2557, 0.5815, -1.9968], [-1.1138, 0.3757, -1.4003], [0.7516, -0.3024, -2.4043], [0.0315, 1.2004, -2.8758], [-1.5737, 1.2342, -0.9003], [-1.7417, 0.1137, -2.2522], [-0.6780, -2.2527, -1.3981], [-0.9053, -3.3257, -1.4010], [0.3448, -2.1151, -1.0696], [-0.7467, -1.9431, -2.4326], [-3.3120, -1.3075, -1.1140], [-3.2112, -1.1752, -2.1772], [-4.1293, -0.6749, -0.6961], [-3.5294, -2.4723, -0.9493], [2.7704, 2.3790, -2.4002], [3.3809, 3.1830, -1.9520], [2.2863, 2.8565, -3.2392], [3.4979, 1.7211, -2.8885], [0.4871, 3.3179, -1.5270], [-0.6089, 3.2090, -1.3788], [0.6748, 3.6082, -2.5829], [0.9666, 4.0600, -0.8785], [-2.7395, -1.1567, 1.1475], [2.7055, -0.7603, -0.3486], [3.6226, 0.0278, -0.9170], [4.7633, 0.5292, -0.0964], [4.3005, 1.6572, 0.9595], [3.1986, 2.4535, 0.5022], [1.8312, 2.0632, 0.5405], [1.3637, 0.7982, 1.3131], [2.0912, -0.5580, 0.9974], [-3.0757, 0.4632, 2.0472], [2.4895, -1.7139, -0.8415], [3.7220, 0.1323, -1.9960], [5.5607, 0.9262, -0.7572], [5.1610, -0.3028, 0.5088], [4.0193, 1.1313, 1.8768], [5.1714, 2.2841, 1.1397], [3.3851, 3.4619, 0.1184], [1.1932, 2.8863, 0.9137], [0.2752, 0.6546, 1.1677], [1.4391, 0.9404, 2.4075], [2.8296, -0.6865, 1.8307], [1.3451, -1.3739, 1.1258], [-4.0797, 0.3924, 2.4609], [-2.9652, 1.3134, 1.3840], [-2.3445, 0.4417, 2.8852], [-3.5391, -2.3688, 3.0883], [-2.3562, -2.7623, 2.4521], [-2.4071, -3.2280, 1.1269], [-3.5723, -2.9818, 0.3269], [-4.7127, -2.5400, 0.9750], [-4.7105, -2.2886, 2.3618], [-3.5187, -2.1511, 4.1443], [-1.3800, -2.7150, 2.9477], [-1.4951, -3.5944, 0.6384], [-5.5938, -2.3798, 0.3352], [-5.6444, -1.9376, 2.7896]], "forces_ev_per_angstrom": [[2.0, 3.7, -0.2], [1.5, 0.0, -2.9], [-0.1, -0.2, -1.3], [-0.8, -0.2, -0.3], [-0.1, -0.1, 0.5], [0.3, 0.0, -0.3], [0.3, 0.2, -0.2], [0.0, 0.6, -0.3], [0.4, -0.7, -0.4], [-0.3, 0.4, 0.5], [0.5, -0.3, -0.2], [0.0, 0.1, -0.5], [0.5, 2.6, -1.9], [0.0, 0.8, -1.0], [0.6, -0.4, -0.5], [0.1, 0.3, 0.1], [0.3, -0.5, -0.4], [-0.6, -0.5, 0.3], [-0.4, 0.0, -0.2], [-0.4, -0.3, 0.5], [-0.8, 0.1, -0.8], [0.7, 0.4, 0.2], [-0.5, 0.0, 0.7], [-0.5, 0.0, -0.2], [-2.3, -1.4, 2.8], [-0.5, -0.4, -0.3], [0.9, -0.7, -0.1], [-0.2, 1.9, 0.9], [1.5, -1.3, -0.3], [0.6, 1.9, 0.1], [-2.0, -2.1, 0.3], [0.1, -0.4, 0.3], [0.3, -0.8, 1.5], [0.4, 1.1, 0.9], [-1.1, 0.8, -0.5], [0.4, -1.2, 0.2], [-0.4, -0.2, 0.5], [0.0, 0.3, -0.4], [0.2, 0.1, 0.0], [0.0, 0.0, 0.3], [0.0, -0.3, 0.3], [0.1, -0.3, -0.6], [0.4, 0.1, -0.2], [0.2, 0.2, -0.5], [-0.3, -0.2, -0.7], [0.4, 0.6, 0.1], [-0.2, 0.4, 0.0], [0.0, 0.8, 0.3], [-0.3, 0.6, -0.3], [0.2, -0.4, 0.5], [0.9, -0.7, 0.6], [-0.3, 0.4, -0.6], [0.4, -4.9, 1.7], [-0.1, 0.3, 0.9], [-1.2, -0.1, -0.8], [0.0, 0.3, 0.1], [-0.5, -0.3, 0.2], [-0.4, -0.2, 0.5], [0.1, 0.2, 0.6], [0.2, -0.1, 0.4]], "mulliken_spin": [0.081, -0.047, 0.049, 0.047, 0.003, 0.012, 0.006, -0.014, 0.063, -0.006, -0.008, -0.002, 0.002, 0.004, 0.003, -0.021, 0.006, -0.016, 0.001, -0.006, 0.010, -0.002, 0.001, -0.001, 1.723, -0.012, 0.019, 0.091, 0.078, 0.641, 0.044, 0.049, 0.017, 0.016, -0.001, 0.000, -0.006, -0.002, 0.015, 0.007, -0.020, 0.006, -0.014, -0.001, 0.000, -0.009, -0.001, -0.008, -0.003, 0.045, -0.030, 0.039, -0.047, 0.151, 0.013, 0.012, -0.005, 0.012, 0.007, 0.004]}


Entry 2:
{"formula": "C21H36F9N2O8", "method": "wB97M-V/def2-TZVPD", "multiplicity": 1, "charge": 1, "total_energy_ha": -2431.79487, "mol_weight_g_mol": 615.5, "lumo_energy_ev": -2.680, "fmax_ev_per_a": 0.4, "species": ["C", "C", "O", "C", "C", "O", "C", "C", "C", "N", "C", "C", "N", "H", "H", "H", "H", "H", "H", "H", "H", "H", "H", "H", "H", "H", "H", "H", "H", "H", "H", "H", "H", "H", "C", "C", "O", "C", "O", "C", "F", "F", "F", "H", "H", "H", "H", "H", "C", "C", "O", "C", "O", "C", "F", "F", "F", "H", "H", "H", "H", "H", "C", "C", "O", "C", "O", "C", "F", "F", "F", "H", "H", "H", "H", "H"], "coordinates": [[-0.6922, 2.2690, 4.3807], [-1.2550, 1.7577, 3.0642], [-2.2372, 0.7589, 3.3359], [-2.7417, 0.1490, 2.1800], [-1.8354, -0.9975, 1.7288], [-2.0271, -1.2298, 0.3273], [-1.0816, -2.0743, -0.2817], [-0.0979, -1.3299, -1.1915], [0.5248, -0.0343, -0.6354], [-0.3512, 1.1148, -0.7533], [-0.5914, 1.4881, -2.1456], [-0.3707, 0.3172, -3.1135], [-0.8491, -0.9568, -2.4760], [-0.4971, 3.3416, 4.3272], [-1.4207, 2.0944, 5.1749], [0.2339, 1.7598, 4.6513], [-1.7272, 2.5618, 2.4836], [-0.4586, 1.3341, 2.4341], [-2.8631, 0.8742, 1.3594], [-3.7376, -0.2281, 2.4252], [-2.0845, -1.9175, 2.2709], [-0.7896, -0.7582, 1.9473], [-1.6499, -2.7898, -0.8939], [-0.5206, -2.6711, 0.4471], [0.6925, -2.0300, -1.4818], [0.8164, -0.1967, 0.4038], [1.4521, 0.1856, -1.1732], [-1.2209, 0.9372, -0.2746], [0.0755, 2.2993, -2.4575], [-1.6139, 1.8648, -2.2345], [-0.9224, 0.4578, -4.0449], [0.6783, 0.1553, -3.3631], [-1.8470, -0.8737, -2.2722], [-0.7308, -1.7190, -3.1464], [-4.1981, 2.6852, 5.6816], [-5.5524, 3.1844, 6.1292], [-5.4335, 4.0303, 7.2971], [-5.0518, 5.2746, 7.0664], [-4.8048, 5.7738, 6.0100], [-4.9917, 6.0599, 8.4001], [-4.3388, 5.3729, 9.3371], [-6.2310, 6.2930, 8.8405], [-4.3805, 7.2205, 8.2260], [-3.6993, 2.1506, 6.4907], [-4.3099, 2.0025, 4.8389], [-3.5675, 3.5169, 5.3686], [-6.1980, 2.3721, 6.4533], [-6.0529, 3.7498, 5.3439], [1.5952, -7.0313, -5.5930], [1.9002, -5.9206, -6.5674], [1.3616, -4.6451, -6.0941], [2.0731, -4.0119, -5.1962], [3.1087, -4.3128, -4.6874], [1.3878, -2.6663, -4.8534], [0.0653, -2.8144, -4.5700], [1.4888, -1.7966, -5.8430], [1.9170, -2.1263, -3.7524], [0.5217, -7.1105, -5.4229], [1.9448, -7.9749, -6.0109], [2.1002, -6.8745, -4.6410], [1.4066, -6.0670, -7.5236], [2.9694, -5.7944, -6.7280], [6.0152, -0.9690, -3.6944], [4.7508, -0.4235, -3.0731], [4.9460, -0.0398, -1.6919], [5.4929, 1.1511, -1.4930], [5.8286, 1.9409, -2.3201], [5.5839, 1.4276, 0.0277], [6.1013, 0.3925, 0.6845], [4.3459, 1.6420, 0.5054], [6.3159, 2.4976, 0.2673], [6.3946, -1.8079, -3.1117], [5.8007, -1.3203, -4.7039], [6.7854, -0.2018, -3.7552], [3.9756, -1.1827, -3.0209], [4.3741, 0.4397, -3.6232]], "forces_ev_per_angstrom": [[0.0, 0.0, 0.0], [0.0, 0.0, -0.1], [0.1, 0.0, 0.1], [-0.1, -0.1, -0.1], [-0.1, -0.2, 0.1], [0.1, 0.3, -0.2], [0.0, -0.2, 0.0], [0.0, 0.1, 0.1], [0.1, -0.1, 0.1], [0.1, -0.1, -0.1], [0.0, 0.0, 0.0], [-0.1, 0.1, -0.1], [0.2, 0.0, 0.0], [0.0, -0.1, 0.0], [0.0, 0.1, -0.1], [-0.1, 0.0, 0.0], [0.0, 0.0, 0.1], [0.0, 0.1, 0.0], [0.1, 0.0, 0.1], [0.1, 0.0, -0.1], [0.1, 0.1, 0.0], [0.0, 0.1, -0.1], [0.2, 0.0, 0.0], [0.0, 0.2, 0.0], [-0.1, 0.1, -0.1], [-0.1, 0.0, 0.0], [0.0, -0.1, 0.1], [-0.1, 0.0, 0.1], [0.0, -0.1, 0.1], [0.1, 0.0, 0.0], [0.1, -0.1, 0.1], [-0.1, 0.1, 0.1], [0.0, 0.0, 0.1], [-0.1, 0.0, 0.0], [0.0, 0.0, 0.0], [-0.1, -0.1, -0.1], [0.0, 0.0, 0.0], [0.0, 0.1, 0.2], [0.0, 0.0, -0.1], [0.0, -0.1, -0.1], [0.1, -0.1, 0.1], [-0.2, 0.0, 0.0], [0.1, 0.2, -0.1], [0.0, 0.0, 0.0], [0.0, 0.0, 0.0], [0.0, 0.0, 0.0], [0.0, 0.0, 0.0], [0.0, 0.0, 0.0], [0.0, 0.0, 0.0], [0.1, -0.1, -0.1], [0.0, 0.0, 0.0], [-0.1, 0.2, 0.0], [0.1, -0.1, 0.0], [-0.1, -0.2, 0.1], [-0.1, -0.2, -0.2], [0.0, 0.2, -0.1], [0.2, 0.1, 0.1], [0.0, 0.0, 0.0], [0.0, 0.0, 0.0], [0.0, 0.0, 0.0], [0.0, 0.0, 0.0], [0.0, 0.0, 0.0], [0.1, 0.0, 0.1], [-0.1, 0.0, -0.2], [0.0, -0.1, 0.0], [0.0, 0.0, 0.2], [0.0, 0.1, -0.1], [0.0, 0.0, -0.2], [0.1, -0.1, 0.1], [-0.2, 0.0, 0.0], [0.1, 0.1, 0.0], [0.0, 0.0, 0.0], [0.0, 0.0, 0.0], [0.0, 0.0, 0.0], [0.0, 0.0, 0.0], [0.0, 0.0, 0.0]], "mulliken_charge": [-1.221, 0.205, -0.348, -0.612, -0.347, -0.356, -1.240, 0.680, -1.206, -0.072, -0.870, -0.485, 0.027, 0.336, 0.212, 0.357, 0.280, 0.065, 0.322, 0.305, 0.419, 0.266, 0.444, 0.522, 0.188, 0.396, 0.526, 0.155, 0.294, 0.413, 0.504, 0.153, 0.513, 0.259, -0.835, -0.518, -0.307, 0.331, -0.515, 0.912, -0.247, -0.251, -0.235, 0.337, 0.244, 0.371, 0.366, 0.344, -1.103, -0.203, -0.323, 0.179, -0.500, 1.105, -0.431, -0.268, -0.209, 0.308, 0.382, 0.320, 0.326, 0.332, -1.359, 0.198, -0.322, 0.297, -0.503, 0.924, -0.246, -0.246, -0.233, 0.341, 0.375, 0.376, 0.042, 0.360]}


Entry 3:
{"formula": "C21H36N2O5", "method": "wB97M-V/def2-TZVPD", "multiplicity": 1, "e_above_lowest_kcal_mol": 20.0, "total_energy_ha": -1307.46745, "mol_weight_g_mol": 396.5, "lumo_energy_ev": 0.595, "fmax_ev_per_a": 2.9, "species": ["C", "C", "O", "C", "C", "C", "C", "C", "O", "N", "C", "C", "C", "C", "C", "C", "N", "C", "O", "C", "O", "C", "C", "C", "C", "O", "C", "C", "H", "H", "H", "H", "H", "H", "H", "H", "H", "H", "H", "H", "H", "H", "H", "H", "H", "H", "H", "H", "H", "H", "H", "H", "H", "H", "H", "H", "H", "H", "H", "H", "H", "H", "H", "H"], "coordinates": [[1.8578, -2.0186, -3.0532], [0.3310, -2.1924, -2.9709], [-0.1626, -1.5862, -4.1777], [-1.3508, -2.0669, -4.8082], [-2.5526, -2.1551, -3.8520], [-1.0576, -3.4297, -5.4559], [-1.6292, -1.0213, -5.8928], [-0.2525, -1.5124, -1.6942], [-0.6458, -0.3442, -1.7211], [-0.3484, -2.2429, -0.5604], [0.1531, -3.5914, -0.3018], [-0.1579, -3.5336, 1.1961], [-1.6045, -3.0112, 1.2332], [-0.8587, -1.7656, 0.7294], [0.2485, -2.1355, 1.7333], [1.6780, -1.5998, 1.4470], [2.5658, -1.7752, 2.5935], [3.1951, -2.9200, 2.8987], [3.0789, -3.9347, 2.2137], [4.0721, -2.9435, 4.1691], [4.3572, -1.6232, 4.6632], [5.4348, -0.9522, 4.0129], [5.5710, 0.4620, 4.6104], [5.9004, 0.4513, 6.1203], [6.0547, 1.8824, 6.6688], [7.0624, 2.5646, 5.9216], [6.7734, 2.7049, 4.5308], [6.6490, 1.3060, 3.8956], [2.3679, -2.4611, -2.1979], [2.2491, -2.4919, -3.9538], [2.1291, -0.9626, -3.0979], [0.0986, -3.2562, -2.9573], [-2.7198, -1.2001, -3.3525], [-3.4672, -2.4096, -4.3869], [-2.4056, -2.9079, -3.0790], [-0.1611, -3.3778, -6.0741], [-0.8972, -4.2123, -4.7165], [-1.8811, -3.7484, -6.0950], [-0.7867, -0.9337, -6.5790], [-2.5156, -1.2671, -6.4768], [-1.7803, -0.0365, -5.4494], [-0.4426, -4.3684, -0.7845], [1.2246, -3.7150, -0.4685], [0.1170, -4.4361, 1.7469], [-2.3239, -3.4735, 0.5527], [-2.0562, -2.9609, 2.2278], [-1.3299, -0.7804, 0.6516], [-0.0001, -1.9298, 2.7792], [2.1287, -2.0215, 0.5469], [1.6084, -0.5282, 1.2494], [2.7216, -0.9980, 3.2185], [3.5208, -3.4835, 4.9386], [4.9880, -3.5051, 3.9767], [6.3626, -1.5118, 4.1467], [5.2471, -0.8808, 2.9401], [4.6170, 0.9788, 4.4860], [5.1379, -0.0977, 6.6745], [6.8251, -0.1013, 6.2935], [5.1094, 2.4271, 6.6251], [6.3523, 1.8556, 7.7178], [5.8622, 3.2886, 4.3854], [7.5822, 3.2643, 4.0590], [7.6141, 0.7997, 3.9534], [6.4332, 1.3830, 2.8294]], "forces_ev_per_angstrom": [[-0.2, 0.0, 0.2], [0.1, 0.5, -0.6], [0.3, 0.0, 1.0], [-0.3, -0.2, -0.2], [0.2, 0.2, 0.0], [-0.1, 0.1, 0.0], [0.1, 0.1, 0.1], [-0.7, 1.4, -0.3], [0.4, -0.9, -0.2], [0.4, -0.1, -0.8], [-0.1, 0.6, 1.1], [0.1, -2.3, 1.8], [-0.4, -0.4, -0.5], [-1.2, 1.5, 0.1], [1.6, 0.2, -1.6], [-0.5, 0.1, 0.4], [0.1, 0.6, 0.2], [0.2, -1.2, -0.6], [0.1, 0.4, 0.4], [-0.1, 1.1, -0.3], [-0.2, -0.5, 0.0], [-0.1, 0.5, 0.3], [0.5, 0.0, 0.3], [-0.4, 0.1, -0.1], [0.3, -0.7, -0.8], [0.1, 0.5, 0.2], [-0.1, -1.1, 0.2], [-0.3, 0.0, -0.1], [0.0, 0.0, 0.1], [-0.2, -0.1, 0.0], [-0.2, 0.0, 0.0], [-0.1, -0.2, 0.1], [0.1, 0.0, 0.0], [0.1, -0.1, -0.1], [0.1, -0.1, 0.1], [0.0, 0.1, 0.0], [0.0, 0.0, 0.2], [-0.1, 0.0, 0.0], [0.1, -0.1, 0.0], [0.0, -0.1, 0.0], [0.0, -0.1, 0.1], [0.2, 0.0, -0.1], [-0.1, 0.0, -0.3], [0.0, 0.1, -0.1], [0.1, 0.1, -0.1], [0.4, 0.3, -0.1], [0.3, -0.2, 0.0], [-0.2, -0.3, -0.3], [-0.1, -0.3, 0.2], [0.0, 0.0, 0.1], [0.0, -0.1, 0.0], [0.0, 0.1, 0.1], [0.0, 0.0, -0.2], [0.2, -0.1, 0.1], [-0.1, 0.0, -0.2], [-0.2, 0.0, -0.1], [-0.2, 0.1, 0.0], [0.2, 0.1, -0.1], [-0.2, 0.1, -0.2], [0.3, 0.1, -0.1], [-0.3, 0.0, 0.0], [0.1, -0.1, 0.3], [0.1, 0.0, 0.2], [-0.2, 0.1, -0.1]], "mulliken_charge": [-1.759, 0.696, -0.392, 1.730, -1.560, -1.564, -1.821, 0.262, -0.696, 0.317, -1.045, -0.107, -0.630, -0.714, -0.096, -1.091, 0.032, 0.593, -0.675, -0.660, -0.415, -0.955, 0.461, -0.709, -0.591, -0.383, -0.575, -0.752, 0.376, 0.438, 0.331, 0.294, 0.365, 0.473, 0.272, 0.347, 0.335, 0.434, 0.387, 0.421, 0.403, 0.382, 0.360, 0.424, 0.331, 0.333, 0.491, 0.513, 0.326, 0.348, 0.300, 0.330, 0.326, 0.492, 0.398, 0.128, 0.341, 0.301, 0.343, 0.336, 0.345, 0.349, 0.334, 0.391]}